The following is a DFT calculation (wB97M-V/def2-TZVPD) of a cluster of 2 separate species, C12H20BrI2NO6S2 in total.

Calculated values
**Structure (SMILES)**: CCSC[C@@]1(Br)C(=O)N[C@](O)(I)[C@@H]1C[C@@H](C)I.O=S1(=O)OCCO1
**LUMO level**: 0.1333 eV
**Gap between HOMO and LUMO**: 9.132 eV
**Multiplicity**: 1
**HOMO**: -9.00 eV
**Relative energy (zero: lowest compared OMol25 entry of this formula, charge and spin)**: 295.2 kJ/mol

Geometry (Å):
1 C 1.313 -0.349 1.185
2 C 0.643 -1.224 -0.018
3 S -1.202 -0.827 -0.082
4 C -1.618 -0.200 -1.774
5 C -1.477 1.384 -1.968
6 Br -1.884 1.572 -3.944
7 C -2.641 2.316 -1.345
8 O -3.829 2.459 -1.725
9 N -2.142 3.083 -0.187
10 C -0.663 3.246 -0.374
11 O -0.142 2.750 0.895
12 I -0.393 5.365 -0.787
13 C -0.168 2.144 -1.446
14 C 0.984 2.519 -2.507
15 C 2.412 2.098 -1.848
16 C 3.596 2.116 -2.964
17 I 3.044 3.519 -0.272
18 H 0.484 -0.069 1.919
19 H 1.786 0.617 0.763
20 H 2.150 -0.923 1.717
21 H 1.182 -0.866 -0.972
22 H 0.853 -2.341 0.170
23 H -1.064 -0.736 -2.628
24 H -2.732 -0.451 -1.945
25 H -2.281 2.443 0.614
26 H 0.312 3.463 1.391
27 H 0.395 1.408 -0.758
28 H 0.923 1.913 -3.482
29 H 1.011 3.617 -2.809
30 H 2.406 1.028 -1.440
31 H 3.354 1.420 -3.836
32 H 3.882 3.171 -3.284
33 H 4.532 1.673 -2.452
34 O 0.838 -3.569 1.974
35 S -0.098 -4.619 2.264
36 O -0.042 -5.905 1.640
37 O -1.594 -4.021 2.085
38 C -2.314 -4.156 3.310
39 C -1.258 -4.111 4.403
40 O -0.145 -4.830 3.872
41 H -2.830 -5.120 3.298
42 H -3.047 -3.355 3.412
43 H -1.601 -4.565 5.333
44 H -0.935 -3.084 4.599

The following is a DFT calculation (wB97M-V/def2-TZVPD) of a structure of composition C12H20BrN3O2Yb.

Calculated values
**Charge**: +2
**LUMO level**: -9.0550 eV
**Gap between HOMO and LUMO**: 5.993 eV
**Multiplicity**: 1
**HOMO**: -15.05 eV

Geometry (Å):
1 C 3.208 -1.189 1.958
2 C 3.292 -2.004 0.674
3 C 2.403 -1.431 -0.429
4 N 0.996 -1.541 -0.017
5 C 0.055 -0.849 -0.844
6 C 0.453 -0.804 -2.254
7 N 0.799 -0.703 -3.358
8 C -1.286 -1.606 -0.764
9 O -1.794 -1.585 0.532
10 C -3.199 -1.321 0.653
11 C -3.407 -0.361 1.811
12 C -0.098 0.679 -0.384
13 Br 0.118 0.777 1.550
14 C -1.438 1.175 -0.695
15 N -2.423 1.624 -1.119
16 O 0.861 1.467 -1.072
17 C 0.419 2.731 -1.412
18 C -0.001 3.659 -0.146
19 H 2.348 -1.483 2.543
20 H 4.080 -1.314 2.581
21 H 3.097 -0.133 1.741
22 H 4.308 -2.008 0.307
23 H 2.958 -3.007 0.895
24 H 2.705 -0.408 -0.602
25 H 2.621 -2.026 -1.309
26 H 0.746 -2.517 0.037
27 H -1.989 -1.290 -1.527
28 H -1.036 -2.633 -1.016
29 H -3.688 -2.246 0.921
30 H -3.619 -0.859 -0.231
31 H -2.893 -0.694 2.697
32 H -4.471 -0.294 1.989
33 H -3.069 0.633 1.545
34 H 1.247 3.257 -1.867
35 H -0.359 2.689 -2.247
36 H 0.203 4.720 -0.446
37 H 0.665 3.411 0.660
38 H -1.068 3.493 0.182
39 Yb -1.744 3.991 -1.533

The following is a DFT calculation (wB97M-V/def2-TZVPD) of a structure of composition C12H20Cl2N2RuSe.

Calculated values
**LUMO level (alpha / beta)**: 0.2235 / -1.1341 eV
**Gap between HOMO and LUMO (alpha / beta)**: 6.991 / 7.427 eV
**Multiplicity**: 5
**HOMO (alpha / beta)**: -6.77 / -8.56 eV

Geometry (Å):
1 Ru -1.426 0.430 0.547
2 Cl 0.196 1.842 -0.318
3 Cl -1.236 1.650 2.631
4 C 2.303 -1.419 -1.690
5 H 2.415 -2.110 -0.862
6 H 2.478 -0.392 -1.415
7 C -1.727 -0.260 -1.154
8 C 1.633 -1.764 -2.756
9 H -1.297 -1.284 -1.426
10 C 1.535 -0.866 -3.919
11 H 1.122 -2.707 -2.870
12 C 0.855 0.486 -3.664
13 H 2.509 -0.604 -4.380
14 H 1.024 -1.389 -4.711
15 C -0.684 0.612 -3.631
16 H 1.271 0.970 -2.779
17 H 1.093 1.110 -4.545
18 C -1.809 0.460 -2.509
19 H -0.827 1.660 -3.945
20 H -1.082 0.019 -4.472
21 H -2.237 1.453 -2.289
22 H -2.613 -0.141 -3.023
23 C 1.803 -2.195 3.118
24 N 0.529 -1.856 3.678
25 C 0.231 -1.524 5.000
26 C -1.094 -1.230 5.075
27 N -1.601 -1.359 3.790
28 C -2.948 -1.081 3.332
29 C -0.597 -1.663 2.938
30 Se -0.746 -1.769 1.123
31 H 2.460 -2.493 3.947
32 H 2.278 -1.324 2.632
33 H 1.720 -3.021 2.385
34 H 1.005 -1.531 5.753
35 H -1.718 -0.885 5.867
36 H -3.638 -1.223 4.181
37 H -3.002 -0.051 2.926
38 H -3.218 -1.759 2.511

The following is a DFT calculation (wB97M-V/def2-TZVPD) of a cluster of 4 separate species, C12H20Cl4O6 in total.

Calculated values
**Structure (SMILES)**: C[C@H]1COC(=O)O1.C[C@H]1COC(=O)O1.ClCCCl.ClCCCl
**LUMO level**: 0.2317 eV
**Gap between HOMO and LUMO**: 10.478 eV
**Multiplicity**: 1
**HOMO**: -10.25 eV
**Relative energy (zero: lowest compared OMol25 entry of this formula, charge and spin)**: 71.7 kJ/mol

Geometry (Å):
1 C -0.080 -2.047 -4.100
2 C 1.132 -1.063 -4.286
3 C 0.665 0.330 -4.596
4 O 1.177 1.037 -3.530
5 C 1.974 0.336 -2.716
6 O 2.601 0.839 -1.778
7 O 1.857 -0.933 -3.100
8 H 0.223 -3.093 -4.063
9 H -0.817 -1.894 -4.888
10 H -0.532 -1.882 -3.122
11 H 1.749 -1.231 -5.168
12 H -0.421 0.428 -4.585
13 H 0.970 0.606 -5.606
14 C -1.718 0.883 -1.459
15 C -2.633 1.336 -0.294
16 C -4.052 0.847 -0.381
17 O -4.165 0.099 0.806
18 C -3.137 0.249 1.667
19 O -3.006 -0.119 2.819
20 O -2.164 0.807 0.960
21 H -0.706 1.234 -1.258
22 H -2.068 1.264 -2.418
23 H -1.693 -0.206 -1.481
24 H -2.591 2.422 -0.211
25 H -4.322 0.198 -1.215
26 H -4.771 1.659 -0.489
27 Cl 0.785 1.042 4.399
28 C 2.305 0.716 5.218
29 C 2.055 0.189 6.649
30 Cl 3.618 -0.135 7.460
31 H 2.912 1.621 5.214
32 H 2.854 -0.074 4.704
33 H 1.443 -0.713 6.628
34 H 1.404 0.844 7.227
35 Cl 2.844 0.413 1.746
36 C 1.143 -0.001 1.196
37 C 1.061 -1.275 0.359
38 Cl 0.806 -2.670 1.447
39 H 0.691 0.837 0.667
40 H 0.513 -0.108 2.079
41 H 1.929 -1.549 -0.241
42 H 0.164 -1.243 -0.261